Below is a structure of composition C64H143CuN8O12 at a distorted geometry, with properties calculated with the ωB97M-V functional and the def2-TZVPD basis.

As for the expectation value of S²: 0.75. The calculation puts the gap between HOMO and LUMO (alpha / beta) at 1.361 / 7.204 eV. As for the LUMO energy (alpha / beta): 2.0 / 2.0 eV. As for the energy: -5505.14170 Eh.

```
! RIJCOSX wB97M-V def2-TZVPD def2/J DEFGRID3
* xyz -1 2
Cu -0.185 2.207 -3.448
C -0.288 0.875 -0.276
O -0.165 0.676 -1.664
H 0.708 0.777 0.156
H -0.733 1.844 -0.050
H -0.865 0.071 0.180
C -2.404 -1.652 -4.174
C -3.828 -1.059 -4.108
C -4.972 -2.126 -4.301
C -5.309 -2.971 -3.047
C -5.723 -1.989 -1.969
C -4.606 -1.004 -1.605
N -4.185 -0.307 -2.808
O -3.270 0.759 -2.669
C -5.334 0.074 -0.748
C -3.517 -1.771 -0.849
C -3.939 -0.108 -5.320
H -2.239 -2.636 -3.734
H -1.692 -0.877 -3.890
H -2.030 -1.721 -5.195
H -5.870 -1.614 -4.646
H -4.569 -2.708 -5.130
H -4.442 -3.556 -2.740
H -6.164 -3.582 -3.338
H -5.996 -2.526 -1.060
H -6.628 -1.455 -2.259
H -4.674 0.890 -0.455
H -6.180 0.441 -1.328
H -5.827 -0.367 0.118
H -2.770 -1.042 -0.534
H -3.936 -2.353 -0.028
H -3.003 -2.445 -1.534
H -3.847 -0.612 -6.282
H -3.089 0.555 -5.157
H -4.876 0.437 -5.206
H -2.518 0.251 -2.355
C -3.325 3.855 3.823
C -4.462 3.317 2.837
C -5.475 2.612 3.768
C -6.852 2.249 3.144
C -7.426 3.481 2.451
C -6.453 4.205 1.468
N -5.114 4.328 2.041
O -4.202 5.095 1.276
C -6.465 3.324 0.174
C -7.032 5.627 1.234
C -3.773 2.287 1.971
H -3.698 4.552 4.573
H -2.441 4.261 3.331
H -2.975 3.026 4.438
H -5.121 1.667 4.182
H -5.629 3.276 4.619
H -7.452 1.724 3.887
H -6.685 1.503 2.368
H -7.895 4.116 3.202
H -8.250 3.158 1.814
H -7.259 3.570 -0.531
H -5.528 3.456 -0.368
H -6.365 2.245 0.297
H -6.387 6.226 0.592
H -8.022 5.424 0.825
H -7.167 6.137 2.188
H -4.549 1.615 1.606
H -3.014 1.711 2.500
H -3.308 2.656 1.057
H -4.359 5.987 1.594
C 7.475 -1.415 1.957
C 5.979 -1.512 2.352
C 5.366 -0.133 2.309
C 5.141 0.436 0.888
C 4.185 -0.555 0.258
C 4.669 -2.005 0.190
N 5.181 -2.403 1.517
O 5.622 -3.754 1.533
C 3.519 -2.907 -0.224
C 5.771 -2.148 -0.921
C 5.891 -2.040 3.871
H 7.737 -2.368 1.498
H 8.138 -1.352 2.819
H 7.705 -0.559 1.321
H 4.405 -0.250 2.810
H 6.041 0.506 2.879
H 6.040 0.596 0.292
H 4.723 1.440 0.966
H 4.003 -0.134 -0.730
H 3.174 -0.535 0.664
H 3.045 -2.720 -1.188
H 3.791 -3.956 -0.345
H 2.733 -2.621 0.475
H 5.343 -2.025 -1.916
H 6.574 -1.414 -0.853
H 6.235 -3.131 -0.846
H 6.340 -1.301 4.535
H 6.346 -3.024 3.987
H 4.866 -2.025 4.239
H 4.875 -4.199 1.940
C 3.849 5.262 4.830
C 3.194 4.136 5.654
C 1.870 4.583 6.126
C 0.794 4.704 5.050
C 0.649 3.341 4.327
C 1.971 2.760 3.753
N 3.024 2.947 4.791
O 4.118 2.140 4.572
C 1.678 1.273 3.460
C 2.370 3.424 2.390
C 4.075 3.870 6.935
H 3.283 5.743 4.031
H 4.720 4.947 4.255
H 4.221 5.996 5.544
H 1.557 3.862 6.882
H 1.952 5.585 6.548
H 1.047 5.534 4.391
H -0.184 4.847 5.509
H 0.018 3.582 3.472
H 0.159 2.652 5.015
H 0.879 1.173 2.725
H 2.479 0.754 2.934
H 1.403 0.768 4.386
H 3.351 3.126 2.021
H 1.642 3.302 1.588
H 2.394 4.514 2.379
H 5.074 3.491 6.719
H 3.579 3.151 7.587
H 4.219 4.698 7.629
H 4.646 2.609 3.921
C 0.263 -4.152 1.607
C -0.242 -3.286 2.801
C -1.457 -2.433 2.291
C -2.421 -1.945 3.419
C -2.802 -3.070 4.391
C -1.576 -3.801 4.955
N -0.705 -4.233 3.825
O 0.313 -5.036 4.207
C -0.842 -2.876 6.024
C -2.126 -5.138 5.665
C 0.905 -2.374 3.229
H 1.082 -4.807 1.904
H 0.541 -3.488 0.788
H -0.567 -4.763 1.252
H -1.086 -1.521 1.823
H -1.995 -3.033 1.558
H -3.233 -1.353 2.995
H -1.790 -1.242 3.963
H -3.512 -3.827 4.060
H -3.223 -2.586 5.273
H -1.358 -3.089 6.960
H 0.156 -3.311 6.071
H -0.628 -1.854 5.709
H -1.363 -5.861 5.952
H -2.571 -4.913 6.634
H -2.881 -5.519 4.977
H 1.460 -1.889 2.426
H 1.622 -2.959 3.804
H 0.430 -1.566 3.786
H 0.102 -5.879 3.798
C -0.188 -3.102 -1.524
O 0.725 -4.109 -1.995
C -0.022 -5.219 -2.575
C 0.959 -6.383 -2.843
N 1.718 -6.702 -1.644
C 2.620 -7.794 -1.894
C 3.885 -7.727 -0.912
O 4.589 -6.539 -1.303
C 5.821 -6.488 -0.576
H -0.913 -3.520 -0.826
H -0.625 -2.678 -2.428
H 0.421 -2.326 -1.058
H -0.600 -5.000 -3.473
H -0.749 -5.418 -1.788
H 1.620 -6.089 -3.659
H 0.301 -7.152 -3.248
H 2.141 -5.853 -1.296
H 3.054 -7.636 -2.882
H 2.145 -8.775 -1.914
H 4.368 -8.704 -0.920
H 3.514 -7.674 0.111
H 6.439 -5.718 -1.038
H 6.399 -7.403 -0.708
H 5.640 -6.402 0.496
C -1.646 2.161 -8.605
O -1.159 1.300 -7.538
C 0.110 1.628 -6.990
C 0.101 3.074 -6.360
N -1.121 3.132 -5.483
C -1.611 4.430 -5.094
C -2.692 4.199 -3.970
O -2.080 3.646 -2.833
C -2.677 3.898 -1.559
H -0.920 2.276 -9.410
H -1.896 3.144 -8.205
H -2.581 1.795 -9.027
H 0.787 1.441 -7.823
H 0.302 0.819 -6.285
H 0.150 3.864 -7.109
H 0.980 2.968 -5.723
H -1.782 2.592 -6.023
H -1.988 4.932 -5.985
H -0.835 5.096 -4.716
H -3.491 3.558 -4.344
H -3.133 5.153 -3.681
H -3.052 4.921 -1.555
H -1.865 3.779 -0.841
H -3.449 3.241 -1.160
C 1.285 4.796 -2.520
O 1.578 3.676 -3.304
C 2.730 2.966 -2.871
C 3.223 1.865 -3.711
N 2.071 0.929 -3.801
C 2.526 -0.346 -4.260
C 3.031 -0.185 -5.774
O 4.511 0.032 -5.827
C 5.367 -1.076 -5.412
H 0.403 5.293 -2.922
H 2.191 5.391 -2.404
H 1.036 4.348 -1.558
H 2.602 2.644 -1.838
H 3.506 3.730 -2.827
H 4.156 1.479 -3.302
H 3.514 2.154 -4.721
H 1.643 0.799 -2.895
H 1.704 -1.054 -4.364
H 3.122 -0.905 -3.539
H 2.579 0.562 -6.426
H 2.949 -1.111 -6.343
H 5.137 -1.934 -6.043
H 5.201 -1.353 -4.371
H 6.431 -0.858 -5.503
*
```

Here are the Löwdin charges for atoms 1 to 99, given in e: 0.3739 -0.2928 -0.4020 0.0397 0.0442 0.0242 -0.0346 -0.4476 -0.1301 -0.1669 -0.1670 -0.5094 -0.0891 -0.0131 -0.0354 -0.0064 -0.0447 0.0604 0.0737 0.0803 0.1101 0.1098 0.1017 0.1054 0.1156 0.1166 0.0573 0.0823 0.0844 0.0768 0.0890 0.0570 0.0865 0.0623 0.0847 0.0509 -0.0407 -0.4875 -0.1332 -0.1711 -0.1484 -0.4692 -0.1129 -0.0650 -0.0241 -0.0441 -0.0327 0.0681 0.0656 0.0695 0.1159 0.1099 0.1076 0.0882 0.1106 0.1104 0.0820 0.0610 0.0430 0.0715 0.0780 0.0775 0.0540 0.0843 0.0683 0.0901 -0.0303 -0.4904 -0.1538 -0.1644 -0.1427 -0.4758 -0.0946 -0.0260 -0.0222 -0.0144 -0.0168 0.0746 0.0726 0.0698 0.1022 0.1181 0.0964 0.0886 0.1125 0.1070 0.0795 0.0783 0.0671 0.0621 0.0674 0.0648 0.0736 0.0707 0.0707 0.0986 -0.0695 -0.5007 -0.1846